Below is a 2-piece molecular cluster, CH8P2Si2 overall at a distorted geometry, with properties calculated with wB97M-V/def2-TZVPD.

The geometry in XYZ format:
```
13
Properties=species:S:1:pos:R:3:forces:R:3
C 1.03495 -0.09752 0.29093 0.3396 -0.1466 -1.0067
Si 0.77498 -1.86988 -0.23673 0.1565 0.6426 0.2553
Si 0.76123 1.38256 -0.81480 0.1538 -0.4712 0.4374
P -2.79047 1.17778 0.71677 0.5089 -0.3640 0.1643
P -1.69377 -0.06161 1.84303 -0.6479 0.3180 -0.1075
H 1.59909 0.06609 1.19433 0.0880 0.0448 0.3175
H -0.45588 -1.98268 -1.02338 -0.2415 -0.0370 -0.1339
H 0.70826 -2.73943 0.94117 -0.0566 -0.1907 0.1697
H 1.90116 -2.30650 -1.07918 0.1354 -0.0681 -0.1109
H 1.00722 2.61686 -0.06366 -0.0051 0.2384 0.0869
H 1.69367 1.32674 -1.95095 0.1343 -0.0022 -0.1852
H -0.60451 1.38526 -1.34870 -0.1785 -0.0117 -0.1116
H -3.93592 1.10232 1.53118 -0.3869 0.0477 0.2247
```
Forces are in eV/Å.

Properties
strongest force on any atom	1.1	eV Å⁻¹
2S+1	3
energy above the lowest of the compared OMol25 structures with the same formula, charge and spin	0.0000	eV
HOMO-LUMO gap (alpha / beta)	6.733 / 7.746	eV
⟨S²⟩	2.023
highest occupied orbital energy (alpha / beta)	-7.75 / -9.76	eV

=====

Below is an isolated ion of composition C8H16BrN3 and charge +2 at a distorted geometry, with properties calculated with wB97M-V/def2-TZVPD.

The geometry in XYZ format:
```
28
Properties=species:S:1:pos:R:3:forces:R:3
C 1.00879 1.02069 -0.51704 0.2144 4.1142 0.8124
C 0.11464 -1.12030 -0.11579 -0.2268 -0.1674 0.3527
C 2.24260 1.39176 -0.19570 0.3329 -2.0544 0.0482
C -0.17658 2.00396 -0.65946 3.4848 3.4490 -0.2289
C -1.42224 1.34549 -0.28680 -4.3846 0.8175 -2.9539
C -0.54501 -0.58967 1.16091 3.0393 1.8839 2.0132
C -1.39288 -1.47183 2.02049 2.1994 -1.6975 -0.8797
C 1.32506 -0.60156 -2.18648 3.1562 0.1405 -1.1478
N 0.71097 -0.24059 -0.94434 -0.9967 -3.4172 0.7110
N 0.07971 -2.45627 -0.26486 0.5592 -0.4867 -1.4343
N -1.34040 0.69900 1.01716 0.7174 -0.1762 0.6277
Br 1.01076 0.03605 2.50960 -1.1051 -0.9441 -1.0979
H 3.13446 0.72869 -0.19916 -0.9250 0.2085 -0.1518
H 2.44127 2.30205 0.27406 0.0834 1.6895 0.1448
H 0.04668 2.96183 -0.04974 -0.3237 -1.6432 -0.3737
H -0.06962 2.53313 -1.71163 -1.0619 -1.6345 1.6620
H -2.37215 2.10035 -0.24533 2.2954 -1.9038 -0.2314
H -1.59996 0.56591 -1.11662 -0.4496 0.9500 1.6095
H -1.53119 -0.99573 2.94979 -0.6347 0.6829 1.0695
H -0.79701 -2.38710 2.29587 -1.0236 0.5861 -0.4721
H -2.27593 -1.61490 1.44172 -1.1485 -0.9026 0.0384
H 0.63724 -1.18857 -2.74719 -0.1666 -0.9491 -0.5977
H 1.58300 0.31961 -2.83428 -0.6494 -1.3378 1.3697
H 2.36221 -1.09161 -1.94211 -1.9584 0.4866 -0.8180
H -0.53145 -3.17110 0.25921 1.2956 1.9441 -0.9943
H 0.67773 -2.85250 -1.05620 -1.2498 0.5038 1.5229
H -1.14652 1.43012 1.71991 1.0613 -0.3238 -0.0714
H -2.17419 0.34311 1.42402 -2.1349 0.1817 -0.5291
```
Forces are in eV/Å.

Properties
strongest force on any atom	5.3	eV Å⁻¹
energy above the lowest of the compared OMol25 structures with the same formula, charge and spin	0.2231	eV
total charge	+2
SMILES	C=C1CC[NH2+][C@](C)(Br)C(=[NH2+])N1C
HOMO-LUMO gap	8.214	eV
highest occupied orbital energy	-16.96	eV

=====

Below is C4H5NO as an isolated structure, with properties calculated with wB97M-V/def2-TZVPD.

The geometry in XYZ format:
```
11
Properties=species:S:1:pos:R:3:forces:R:3
C -1.68184 -0.36360 -0.09613 -0.0997 -0.0200 -0.0432
C -0.21256 -0.19950 -0.21355 -0.2101 -0.2832 -0.0466
C 0.73888 0.88872 0.25871 -0.1096 0.0904 0.3089
O 1.76487 1.01227 -0.76001 -0.0338 0.0182 -0.3254
C 1.70962 -0.15871 -0.00852 0.4706 -0.0557 0.2659
N 0.66493 -1.07243 -0.56684 -0.2345 0.1777 0.2527
H -1.88344 -1.40818 0.15326 -0.0997 0.1375 -0.1122
H -2.19828 -0.11205 -1.02553 0.0344 0.0326 0.0485
H -2.06402 0.27923 0.70275 -0.0025 -0.0896 -0.1560
H 0.63016 1.68700 0.98316 0.1614 -0.2173 -0.0312
H 2.53168 -0.55276 0.57272 0.1235 0.2095 -0.1613
```
Forces are in eV/Å.

Properties
strongest force on any atom	0.5	eV Å⁻¹
energy above the lowest of the compared OMol25 structures with the same formula, charge and spin	3.3667	eV
HOMO-LUMO gap	10.684	eV
highest occupied orbital energy	-9.73	eV

=====

Below is a 2-piece molecular cluster, C3H10NOS overall at a distorted geometry, with properties calculated with wB97M-V/def2-TZVPD.

The geometry in XYZ format:
```
16
Properties=species:S:1:pos:R:3:forces:R:3
C 0.42728 -0.86591 -1.36093 -1.4656 1.5837 1.8797
C 1.09739 -1.45731 -0.13632 0.7011 -0.2453 1.4415
S 2.39140 -2.67881 -0.44436 0.5767 -0.3370 -1.4302
H -0.24772 -1.64235 -1.76647 0.4964 0.6464 -0.3972
H 1.05501 -0.28162 -2.08091 -0.3158 -0.9974 0.5051
H -0.23135 -0.08290 -0.80707 0.5422 -1.1079 -1.2897
H 1.68938 -0.75618 0.50002 -1.3448 0.0504 -0.5107
H 0.35965 -2.01150 0.51023 0.5625 1.0321 -0.5983
H 2.81593 -2.00999 -1.56082 0.1238 -0.5682 0.5520
N -0.82505 2.54668 1.00323 2.7146 -1.6737 -0.6916
C -1.77819 1.42286 0.98268 -2.3322 -2.4510 -0.6743
O -1.50502 0.25622 1.64977 0.9614 1.2333 -0.9395
H -0.41360 2.44083 1.96685 -0.2533 0.2278 -1.1115
H -0.02496 2.13010 0.34332 -1.7600 1.3660 1.9686
H -2.76496 1.74395 1.37758 0.1119 0.8793 -0.0569
H -2.04520 1.24591 -0.17679 0.6811 0.3615 1.3530
```
Forces are in eV/Å.

Properties
strongest force on any atom	3.4	eV Å⁻¹
energy above the lowest of the compared OMol25 structures with the same formula, charge and spin	2.5572	eV
total charge	-1
HOMO-LUMO gap	5.561	eV
highest occupied orbital energy	-2.51	eV

=====

E_tot? In order: -1304.40479 -3051.99632 -285.29086 -648.43759 Ha.